Record 1
{"formula": "C14H15N5O3S", "method": "wB97M-V/def2-TZVPD", "energy_ha": -1440.18476, "smiles": "CCn1ncc(NC(=S)Nc2ccc3c(c2)OCO3)c1C(N)=O", "e_homo_ha": -0.28107, "e_above_lowest_kcal_mol": 0.0, "orbital_gap_ha": 0.296, "fmax_ev_per_a": 1.3, "lumo_energy_ev": 0.40, "elements": ["C", "O", "H", "N", "C", "C", "C", "C", "O", "C", "H", "N", "N", "C", "H", "H", "H", "H", "H", "C", "H", "H", "S", "C", "H", "H", "C", "H", "H", "C", "H", "H", "N", "N", "C", "C", "C", "O"], "xyz": [[-1.9024, 1.2570, -0.9585], [-2.7620, 2.4355, 0.7643], [-0.0845, 3.0142, 1.3155], [1.3296, -2.8016, -0.8986], [-0.9126, 0.7605, -1.7708], [-3.8085, 1.8726, 0.0009], [3.1867, 1.4922, -0.2154], [2.2932, -1.9854, -1.2700], [-3.2631, 1.0777, -1.0292], [-0.3105, 2.3917, 0.4661], [-0.5556, 0.3415, 2.8552], [0.7183, -2.2427, 0.1297], [3.2280, 0.1903, -0.5953], [0.9573, -0.2270, 1.6499], [-2.5026, -3.2312, 0.4255], [1.1919, 0.7352, -2.0947], [-1.0830, -0.5162, 1.4697], [2.1537, 2.9937, 0.5642], [-4.4428, 1.2502, 0.6500], [0.4026, 1.0795, -1.4479], [-1.9251, -1.6434, -0.0983], [-1.5702, -3.0673, -1.0666], [4.6092, 2.3251, -0.0958], [-1.6803, -2.7029, -0.0487], [4.1552, -0.0962, -0.8860], [2.9363, -2.2285, -2.0913], [1.2804, -1.0456, 0.4690], [-0.1396, -4.0149, 0.6719], [-4.4204, 2.6783, -0.4373], [2.3230, -0.8490, -0.4431], [-1.1449, 0.1536, -2.6290], [-0.4786, -2.6589, 1.7717], [2.0216, 2.1518, 0.0189], [-0.3322, -0.2834, 2.0956], [-1.6012, 2.0763, 0.1318], [0.7139, 1.8506, -0.3296], [-0.3855, -2.9513, 0.7247], [1.8045, 0.4179, 2.2314]]}

Record 2
{"formula": "C34H53CuN4OP2S", "method": "wB97M-V/def2-TZVPD", "charge": 1, "spin_multiplicity": 2, "energy_ha": -4342.77684, "e_homo_ha": [-0.33356, -0.32718], "e_above_lowest_kcal_mol": 0.0, "orbital_gap_ha": [0.247, 0.189], "fmax_ev_per_a": 5.5, "s2": 0.781, "lumo_energy_ev": [-2.36, -3.75], "elements": ["H", "H", "H", "O", "C", "C", "H", "H", "H", "H", "C", "C", "H", "C", "H", "C", "H", "C", "H", "C", "C", "C", "H", "H", "C", "H", "C", "H", "H", "H", "P", "H", "C", "H", "Cu", "H", "H", "C", "H", "N", "H", "H", "H", "C", "C", "H", "C", "C", "C", "H", "H", "N", "H", "C", "C", "H", "H", "C", "H", "H", "H", "H", "C", "H", "H", "H", "C", "H", "P", "N", "C", "H", "S", "H", "C", "H", "H", "H", "C", "C", "C", "N", "H", "C", "H", "H", "C", "H", "H", "H", "H", "C", "C", "H", "H", "C"], "xyz": [[-3.9316, 0.9491, 1.1251], [-1.4690, 1.7206, 4.6103], [2.3322, -1.9103, -1.6652], [1.9601, -0.8569, 1.8370], [1.8755, 2.4194, 2.0357], [0.4081, -6.2052, -2.9977], [3.6050, -1.8894, -2.8935], [4.7584, 3.2752, 2.5406], [0.0608, -0.7688, -3.3813], [1.5387, -4.7786, -1.8143], [2.2924, 3.4686, -1.7600], [-3.8829, -2.4731, 2.3121], [-2.4873, -3.6135, -2.8216], [3.2786, 0.5779, -3.8770], [0.9315, 3.3342, 3.6358], [1.2035, 3.0617, -4.0030], [-0.9590, -7.4338, -4.1421], [-3.4641, 0.3228, 3.7980], [2.5159, 0.4522, -4.6569], [2.6313, -1.4583, -2.6148], [-0.8167, -6.4911, -3.6092], [-0.0930, 0.3068, -3.2172], [0.0227, 0.7915, -4.1922], [-1.1726, -0.6123, 5.2293], [-1.4829, 0.5808, -2.6329], [1.2251, -6.9221, -3.0545], [1.1211, 2.7984, -2.4901], [2.1080, 2.6651, -4.4709], [-2.8187, -5.7827, -4.0033], [-0.6952, -3.1185, 1.0674], [1.1619, 0.9247, -2.0200], [2.2867, 3.2235, -0.6889], [1.1592, -0.4488, 1.1020], [-4.5482, 1.7364, -3.5362], [-0.0748, -0.0935, -0.1225], [-1.6086, 2.1649, 2.8911], [-4.3223, -3.4634, 2.1197], [-3.8891, 1.3405, -1.5281], [-1.9604, -4.3009, 1.4242], [-0.0532, -1.8758, -0.9446], [-3.4633, -3.5689, -0.1906], [-4.1694, -1.9402, -0.2435], [1.9095, -1.7548, -3.3855], [-1.8604, -5.5642, -3.5352], [-3.0256, 0.5619, 0.6656], [3.2866, 4.1447, 4.1493], [2.8025, 0.0651, -2.5199], [-1.5920, -3.2944, 1.6677], [-2.8423, 0.8184, -0.7143], [1.2128, 4.1531, -4.1474], [-0.1936, 1.2603, 3.4754], [3.1685, 2.1062, 1.8099], [-3.5854, -2.4582, 3.3656], [4.0496, 2.5188, 2.8917], [-1.3174, -1.0160, 4.2164], [3.6118, 1.6217, -3.8382], [3.2674, 3.2072, -2.1915], [-3.7412, 1.3744, -2.8990], [4.6099, 1.6651, 3.2831], [-4.8082, 1.6451, -1.0246], [-2.3576, 0.9481, -4.5431], [-3.4400, 0.6807, 4.8379], [-1.2763, 1.3796, 3.5803], [-3.9187, 1.1092, 3.1857], [-1.0597, 3.1012, -2.5757], [4.1501, -0.0214, -4.1778], [3.0880, 3.0923, 3.9209], [3.0890, 2.5150, 4.8521], [-1.9316, -0.5023, 1.5321], [1.7972, 2.9738, 3.2582], [0.5922, -5.0074, -2.3089], [3.5138, 1.6606, 0.9681], [0.5185, 2.1846, 1.0173], [-0.3562, 3.2915, -0.9427], [-0.1854, 3.4521, -2.0133], [-1.8928, -1.9439, 4.3067], [4.7805, -0.1488, -1.7062], [-0.3206, -1.2545, 3.8137], [-0.2718, -2.8614, -1.5414], [-0.4573, -4.0723, -2.2371], [-2.7058, -2.2803, 1.3570], [-1.6374, 0.4987, -1.3045], [4.0790, 1.4432, -1.3675], [-1.6859, -4.3541, -2.8660], [-0.0904, 4.5387, -2.1663], [-2.5171, -2.2270, -0.8346], [-3.2406, -2.4981, -0.0652], [-4.1074, -0.5580, 3.7701], [-1.3097, -3.2861, 2.7273], [0.3328, 2.6742, -4.5461], [2.1704, 4.5588, -1.8430], [-2.5372, 0.9468, -3.4723], [-2.0213, 0.0565, 3.3651], [-4.6725, -1.7322, 2.1346], [3.5402, 0.0008, -0.4497], [3.8501, 0.3712, -1.4367]]}

Record 3
{"formula": "C4H9N", "method": "wB97M-V/def2-TZVPD", "energy_ha": -212.50732, "smiles": "C[C@@H]1CCN1", "e_homo_ha": -0.32644, "e_above_lowest_kcal_mol": 27.5, "orbital_gap_ha": 0.369, "fmax_ev_per_a": 3.1, "lumo_energy_ev": 1.17, "elements": ["H", "H", "C", "H", "N", "H", "C", "H", "C", "H", "H", "C", "H", "H"], "xyz": [[1.4714, 1.2102, -0.0482], [-0.5051, 0.3891, 1.7252], [0.0613, -1.3293, 0.7275], [1.5333, -1.2773, -0.9331], [0.3640, -0.0108, 1.2957], [-0.2296, -0.9737, -1.3136], [0.5693, -0.8573, -0.6313], [-0.4419, 1.7424, -1.5617], [0.5678, 0.5223, -0.0299], [-0.9544, -1.5397, 0.6849], [-1.5379, 0.7949, -0.6176], [-0.6161, 1.3600, -0.5798], [0.5975, -2.2052, 1.1226], [-0.8798, 2.1744, 0.1594]]}

Record 4
{"formula": "C39H64BF5N4P2PtS2", "method": "wB97M-V/def2-TZVPD", "charge": 2, "spin_multiplicity": 5, "energy_ha": -3865.56207, "e_homo_ha": [-0.41172, -0.49527], "orbital_gap_ha": [0.254, 0.203], "fmax_ev_per_a": 1.5, "s2": 6.040, "lumo_energy_ev": [-4.29, -7.94], "elements": ["H", "F", "H", "H", "C", "C", "C", "S", "H", "H", "H", "H", "H", "H", "C", "H", "H", "H", "C", "H", "H", "N", "H", "C", "H", "Pt", "N", "H", "C", "H", "H", "C", "H", "C", "H", "C", "C", "C", "H", "F", "H", "N", "C", "C", "H", "H", "H", "H", "H", "H", "F", "H", "H", "C", "C", "C", "H", "C", "H", "H", "C", "S", "H", "C", "H", "C", "H", "C", "F", "H", "C", "H", "C", "C", "H", "H", "H", "B", "C", "H", "H", "H", "H", "H", "H", "H", "C", "H", "P", "H", "H", "C", "H", "C", "H", "C", "C", "C", "H", "C", "N", "H", "P", "C", "H", "H", "H", "C", "H", "C", "H", "H", "H", "C", "F", "H", "C", "C"], "xyz": [[2.6631, -1.8371, -3.1380], [5.5736, 0.9049, 4.5461], [2.1101, -2.1227, 2.8895], [-2.6274, 3.7722, -2.8212], [2.6490, 0.5183, 2.4092], [1.6893, 0.3087, 3.4055], [-4.4344, 3.4937, -0.7233], [0.9941, 2.7068, -0.3917], [-2.3755, 0.5764, 3.8025], [4.4042, 5.0927, -1.0572], [0.3015, 7.8979, 3.5420], [0.2488, -3.9628, 3.4719], [3.7317, -1.5586, -0.2951], [1.5047, 3.8263, 2.0133], [2.4871, 5.8494, -3.1483], [1.1510, 8.1335, 2.0251], [4.1577, -3.2721, -0.1154], [2.8238, -5.2114, 0.9970], [3.3206, 0.5538, 5.1551], [2.7207, -3.7146, 3.3274], [-4.0315, 2.5813, 3.6097], [1.8198, 5.1294, -0.9050], [-2.7130, -5.1970, -1.0045], [1.6821, 6.3346, 3.0832], [-6.6721, -3.5736, -0.9969], [-0.1185, 0.0021, 0.3781], [1.7598, 4.5467, 1.3507], [1.7837, -0.9172, -1.9153], [1.9967, 0.3535, 4.7558], [4.1792, 4.5579, -3.4502], [5.7479, 5.8116, -1.9235], [-3.7662, -1.9579, -0.5331], [3.4249, 5.3352, 2.2939], [0.0628, -3.7025, 2.4316], [2.6370, 6.4313, 1.1543], [-2.5880, 0.5258, 2.7366], [-2.4712, 2.9139, -2.1704], [2.4539, 5.6882, 1.9295], [-0.3773, -2.7022, 2.4059], [3.6308, 0.5692, 6.4390], [-1.3022, 2.5774, 3.7527], [-1.5973, -2.6144, -0.5109], [3.9680, 0.7271, 2.8385], [2.4653, -3.0680, 2.4885], [1.6990, -5.7765, 2.2187], [-4.4214, 0.4653, 0.5580], [-1.4113, 2.6577, -2.1863], [3.0601, -4.3091, -2.7504], [4.4295, -2.4508, -1.6407], [1.1883, 5.5635, 3.6771], [1.0327, 0.1780, 5.6548], [0.9742, -2.2016, -2.8191], [2.4136, 6.8247, 3.7257], [-2.2031, 4.4998, -0.2689], [2.4117, -4.3262, -1.8761], [1.3785, -3.7370, 1.6465], [-0.4869, 2.3794, 2.1956], [1.6793, 4.8559, -2.3229], [-1.8170, -0.0934, 2.2622], [-2.5470, 4.8084, 0.7142], [-4.7334, -4.5007, -1.0145], [2.2824, 0.5134, 0.7091], [-0.6216, -4.4162, -0.1259], [4.3114, 0.7291, 4.1851], [-4.7604, 2.1256, 2.0829], [0.6587, 7.3848, 2.6479], [-3.5459, 0.0288, 2.6177], [1.7865, -5.1700, 1.3182], [4.9086, 0.9259, 1.9182], [1.1601, -5.6220, 0.5521], [-5.1445, -2.1367, -0.6500], [-5.1475, -5.4759, -1.2134], [-3.3695, -4.3478, -0.8988], [3.9939, 5.5869, -3.1394], [2.1179, 6.0705, -0.6835], [4.4494, 6.2395, -3.8838], [2.8373, -5.0382, -1.1770], [-1.6322, -1.1910, -0.2725], [-2.9293, 3.2462, -0.7466], [4.4133, 6.8288, -1.4190], [2.1313, 5.7834, -4.1766], [-0.2570, -3.6718, -1.6954], [-1.5103, 3.7872, 2.4844], [-4.7798, 3.7879, 0.2618], [-4.6556, 4.3102, -1.4102], [0.6179, 4.9175, -2.5927], [-3.9066, 2.6275, 2.5299], [2.2838, 6.8638, -2.7989], [1.0851, -2.6707, 0.0977], [-5.0044, 2.6314, -1.0548], [-1.2203, 7.6078, 1.6308], [2.3619, -2.9156, -1.2921], [1.4426, -4.6950, -2.2005], [4.6705, 5.8424, -1.7977], [-0.2500, 6.2760, 1.0129], [-0.5441, 6.8069, 1.9145], [-2.6040, 1.9385, 2.1480], [-2.8699, -3.0689, -0.6554], [-0.6646, -4.4111, 2.0473], [1.9125, -1.9090, -2.3547], [-3.0330, -0.8362, -0.3142], [-2.3940, 5.3200, -0.9598], [-2.3342, 1.7454, 0.2788], [1.5801, 4.2621, 0.0622], [-1.0842, 6.1245, 2.5659], [2.0200, 3.8345, -2.5189], [3.3703, -2.8787, 1.9186], [-1.4025, 2.7238, 2.6794], [-5.8216, -1.3010, -0.5634], [-3.6235, 0.4714, -0.1937], [-1.1296, 4.3286, -0.2352], [-4.0708, 0.7466, -1.1558], [-3.0330, 2.0818, -2.5895], [-0.4441, -3.4662, -0.6360], [0.4248, 0.0304, 3.0212], [-3.9107, 3.6733, 2.2365], [3.7506, -2.5266, -0.7935], [-5.6122, -3.4086, -0.8901]]}

Record 5
{"formula": "C11H24N3O8PS", "method": "wB97M-V/def2-TZVPD", "energy_ha": -1939.10064, "smiles": "CC(=O)OCCCCP(ON=O)S(C)(=O)=O.CC(N)=O.CC(N)=O", "e_homo_ha": -0.32823, "e_above_lowest_kcal_mol": 0.0, "orbital_gap_ha": 0.311, "fmax_ev_per_a": 5.3, "lumo_energy_ev": -0.48, "elements": ["H", "C", "C", "O", "H", "O", "H", "H", "H", "S", "H", "H", "N", "H", "H", "C", "C", "C", "H", "O", "P", "H", "H", "H", "H", "H", "H", "C", "C", "H", "C", "H", "H", "O", "H", "C", "H", "N", "O", "N", "C", "O", "O", "C", "H", "H", "O", "H"], "xyz": [[-8.4541, -0.5653, 2.2825], [2.8419, -1.1712, 0.5548], [1.1799, 0.5691, -0.6575], [-0.1955, -1.6403, 1.1614], [3.7695, -1.1757, -0.1167], [-2.2537, -1.3925, -0.3006], [3.1362, 1.0138, 0.3077], [3.9454, 1.3727, -6.4827], [-3.3402, -2.0890, 2.1212], [-1.4915, -0.9128, 0.9182], [5.2324, 1.0033, 2.9300], [0.8811, 2.4402, 0.5144], [-7.8714, -0.8485, 1.5100], [1.8188, 0.9473, -1.5504], [1.7043, 0.6099, 1.5000], [-2.5707, -1.2979, 2.4074], [3.7857, -0.6801, 2.6803], [2.2566, 0.3155, 0.5411], [0.6355, -0.3904, -0.9353], [3.1814, -1.6772, 1.8727], [-1.3391, 1.2248, 0.7345], [-0.0131, 2.4053, -1.0729], [-4.9965, -0.5100, 0.2935], [3.8639, 2.5713, -5.1786], [2.0818, -1.8848, 0.0723], [5.3317, 0.1653, 1.2926], [6.0558, -0.6675, 2.8070], [5.2014, -0.0120, 2.4075], [3.1041, 0.6651, -4.6203], [-6.2997, -1.5378, -0.3312], [0.2331, 1.7614, -0.1539], [1.6327, -0.7185, -4.8430], [-3.0874, -0.3780, 2.8252], [-1.1579, 1.8749, 2.3733], [-1.8906, -1.8014, 3.1854], [-5.6895, -1.3141, 0.5459], [-5.1280, -2.2086, 0.8171], [2.2808, -0.1343, -5.3486], [-6.0511, -0.5903, 2.8021], [-2.2326, 2.6962, 2.6819], [4.0572, 1.5221, -5.4071], [3.1466, -0.2974, 3.6812], [-2.8813, 2.9420, 1.7011], [-6.5280, -0.8877, 1.7189], [5.0800, 1.2689, -5.1240], [2.2851, -0.1726, -6.3530], [3.0564, 0.6715, -3.4012], [-8.3074, -1.0847, 0.6358]]}